{
  "formula": "C80H168N8O24",
  "method": "wB97M-V/def2-TZVPD",
  "elements": ["C", "C", "C", "N", "C", "C", "C", "C", "C", "C", "H", "H", "H", "H", "H", "H", "H", "H", "H", "H", "H", "H", "H", "H", "H", "H", "H", "H", "H", "H", "C", "C", "C", "N", "C", "C", "C", "C", "C", "C", "H", "H", "H", "H", "H", "H", "H", "H", "H", "H", "H", "H", "H", "H", "H", "H", "H", "H", "H", "H", "C", "C", "C", "N", "C", "C", "C", "C", "C", "C", "H", "H", "H", "H", "H", "H", "H", "H", "H", "H", "H", "H", "H", "H", "H", "H", "H", "H", "H", "H", "C", "C", "C", "N", "C", "C", "C", "C", "C", "C", "H", "H", "H", "H", "H", "H", "H", "H", "H", "H", "H", "H", "H", "H", "H", "H", "H", "H", "H", "H", "C", "C", "C", "N", "C", "C", "C", "C", "C", "C", "H", "H", "H", "H", "H", "H", "H", "H", "H", "H", "H", "H", "H", "H", "H", "H", "H", "H", "H", "H", "C", "C", "C", "N", "C", "C", "C", "C", "C", "C", "H", "H", "H", "H", "H", "H", "H", "H", "H", "H", "H", "H", "H", "H", "H", "H", "H", "H", "H", "H", "C", "C", "C", "N", "C", "C", "C", "C", "C", "C", "H", "H", "H", "H", "H", "H", "H", "H", "H", "H", "H", "H", "H", "H", "H", "H", "H", "H", "H", "H", "C", "C", "C", "N", "C", "C", "C", "C", "C", "C", "H", "H", "H", "H", "H", "H", "H", "H", "H", "H", "H", "H", "H", "H", "H", "H", "H", "H", "H", "H", "O", "C", "O", "O", "H", "O", "C", "O", "O", "H", "O", "C", "O", "O", "H", "O", "C", "O", "O", "H", "O", "C", "O", "O", "H", "O", "C", "O", "O", "H", "O", "C", "O", "O", "H", "O", "C", "O", "O", "H"],
  "coordinates": [[3.5504, -11.5156, -8.4626], [2.3541, -12.0447, -7.6507], [2.0742, -11.3939, -6.2838], [0.6529, -11.5255, -5.6706], [-0.5016, -11.0109, -6.6225], [-0.3574, -9.4737, -6.6954], [-0.4581, -8.8591, -5.3033], [0.5798, -9.3744, -4.3111], [0.5594, -10.9141, -4.2200], [0.3102, -13.0519, -5.4343], [4.4643, -11.6654, -7.8878], [3.4904, -10.4652, -8.7473], [3.5780, -12.1662, -9.3367], [2.5415, -13.1001, -7.4531], [1.4710, -12.0752, -8.2890], [2.1944, -10.3107, -6.3047], [2.8038, -11.5302, -5.4855], [-0.3289, -11.4592, -7.6009], [-1.4150, -11.4448, -6.2157], [0.4293, -9.1420, -7.3730], [-1.3011, -9.2146, -7.1754], [-0.3186, -7.7912, -5.4714], [-1.4531, -8.8761, -4.8586], [1.5860, -9.1083, -4.6348], [0.4779, -8.9932, -3.2950], [1.4044, -11.3338, -3.6742], [-0.3486, -11.2422, -3.7140], [-0.5972, -13.2244, -4.8555], [1.1201, -13.4024, -4.7945], [0.2593, -13.5773, -6.3879], [-9.2055, 11.2482, -1.2131], [-9.0835, 10.0193, -0.3426], [-7.9913, 10.1444, 0.7298], [-7.8404, 8.8165, 1.5638], [-6.9360, 9.2472, 2.7368], [-6.7247, 8.1404, 3.7014], [-8.0754, 7.5095, 4.2885], [-8.9490, 7.0956, 3.1007], [-9.1305, 8.2730, 2.1216], [-7.1179, 7.7725, 0.6421], [-8.3093, 11.6887, -1.6500], [-9.8654, 11.9214, -0.6658], [-9.7787, 11.0900, -2.1267], [-8.8845, 9.1224, -0.9291], [-10.0733, 9.7508, 0.0267], [-8.2956, 10.9799, 1.3602], [-7.0513, 10.3462, 0.2163], [-7.1854, 10.2434, 3.1022], [-5.9193, 9.2950, 2.3469], [-6.0930, 8.4452, 4.5358], [-6.1097, 7.3673, 3.2407], [-8.6146, 8.1251, 5.0085], [-7.9400, 6.6091, 4.8878], [-9.9275, 6.6612, 3.3056], [-8.5462, 6.2184, 2.5944], [-9.6423, 9.1434, 2.5322], [-9.7576, 7.8597, 1.3318], [-6.9840, 6.8918, 1.2703], [-6.1767, 8.2552, 0.3790], [-7.5820, 7.4684, -0.2961], [-11.1429, -0.5906, 0.0672], [-12.3844, 0.2345, 0.1633], [-13.4279, -0.4041, 1.1455], [-14.7002, 0.3494, 1.4329], [-15.3710, -0.4650, 2.5962], [-16.5820, 0.2693, 3.1212], [-16.1618, 1.5756, 3.6665], [-15.5278, 2.4068, 2.5779], [-14.3055, 1.7647, 2.0003], [-15.7142, 0.4395, 0.2047], [-11.2674, -1.4009, -0.6512], [-10.7025, -0.9293, 1.0049], [-10.4294, 0.0300, -0.4750], [-12.7545, 0.5818, -0.8013], [-11.9723, 1.1110, 0.6634], [-12.8861, -0.4006, 2.0913], [-13.7295, -1.4020, 0.8272], [-14.6470, -0.7122, 3.3726], [-15.7316, -1.3945, 2.1558], [-16.9436, -0.3832, 3.9160], [-17.3609, 0.4513, 2.3808], [-15.5624, 1.5613, 4.5767], [-17.0793, 2.0452, 4.0211], [-15.3281, 3.2887, 3.1866], [-16.2342, 2.5503, 1.7603], [-13.5600, 1.5534, 2.7668], [-13.8323, 2.3098, 1.1836], [-16.6332, 0.9368, 0.5149], [-15.7254, -0.6095, -0.0913], [-15.1757, 1.0371, -0.5308], [11.5197, 14.9585, -7.0058], [10.5431, 13.8289, -6.6548], [10.3658, 13.6710, -5.1509], [9.2689, 12.6678, -4.6413], [9.6486, 11.2897, -5.2660], [8.6442, 10.1916, -4.8242], [7.2186, 10.5534, -5.1573], [6.8336, 11.9812, -4.6474], [7.8368, 13.0567, -5.0037], [9.3626, 12.6337, -3.0970], [12.4303, 14.7265, -6.4534], [10.9969, 15.8865, -6.7741], [11.9464, 14.8717, -8.0050], [11.0479, 12.9108, -6.9556], [9.6709, 13.9462, -7.2980], [10.0193, 14.6423, -4.7980], [11.2642, 13.2192, -4.7302], [9.5574, 11.5646, -6.3168], [10.6965, 11.0871, -5.0446], [8.9330, 9.3251, -5.4192], [8.8160, 9.9328, -3.7794], [7.0043, 10.5083, -6.2250], [6.5411, 9.7797, -4.7960], [5.7905, 12.1439, -4.9185], [6.7155, 12.0287, -3.5648], [7.7519, 13.2786, -6.0675], [7.5911, 13.9040, -4.3637], [10.3565, 12.2568, -2.8556], [8.6371, 11.9716, -2.6245], [9.1571, 13.6301, -2.7058], [4.7952, -12.0865, 5.2835], [5.5834, -10.8031, 5.0714], [5.1431, -10.0697, 3.7786], [5.8851, -8.6591, 3.5013], [5.2385, -8.0953, 2.1842], [5.8137, -6.7730, 1.6960], [7.3195, -6.8125, 1.5338], [8.0089, -7.4744, 2.7790], [7.4493, -8.8550, 3.2908], [5.5074, -7.6980, 4.5891], [5.3666, -13.0140, 5.3198], [3.9352, -12.1730, 4.6194], [4.5400, -12.1146, 6.3428], [6.6251, -11.0785, 4.9067], [5.6942, -10.1018, 5.8984], [4.0948, -9.7735, 3.8163], [5.3938, -10.6135, 2.8678], [5.3557, -8.8897, 1.4471], [4.1882, -8.0367, 2.4697], [5.3396, -6.5237, 0.7467], [5.5875, -5.9416, 2.3637], [7.5281, -7.4423, 0.6690], [7.7079, -5.8140, 1.3330], [9.0809, -7.5578, 2.6005], [8.1085, -6.8440, 3.6627], [7.6966, -9.6554, 2.5935], [7.9370, -9.0754, 4.2404], [5.8098, -6.6520, 4.5394], [6.0889, -8.0833, 5.4266], [4.4287, -7.8442, 4.6459], [-3.8035, -11.2610, 3.2926], [-4.2888, -9.8191, 3.5255], [-5.7526, -9.7213, 3.8940], [-6.3129, -8.2763, 4.0797], [-5.9916, -7.3051, 2.9484], [-6.4852, -7.6489, 1.5313], [-8.0392, -7.7771, 1.6072], [-8.5122, -8.6060, 2.8254], [-7.8131, -8.3091, 4.1999], [-5.6712, -7.6127, 5.3009], [-2.7237, -11.2677, 3.1441], [-4.1164, -11.6005, 2.3052], [-4.1559, -11.9121, 4.0926], [-3.9363, -9.1725, 2.7219], [-3.7551, -9.4654, 4.4076], [-5.8756, -10.1409, 4.8925], [-6.4036, -10.0648, 3.0901], [-4.9665, -6.9402, 3.0115], [-6.5408, -6.4150, 3.2553], [-5.9841, -8.5443, 1.1635], [-6.0683, -6.9309, 0.8250], [-8.3960, -8.2496, 0.6921], [-8.5009, -6.7991, 1.7429], [-8.5676, -9.6671, 2.5823], [-9.5343, -8.2596, 2.9787], [-8.1053, -9.0817, 4.9111], [-8.2384, -7.3577, 4.5193], [-4.6392, -7.5305, 4.9597], [-5.8980, -8.3459, 6.0748], [-6.0334, -6.6131, 5.5411], [4.0983, 4.1241, -0.0551], [3.0734, 3.1645, -0.5867], [1.7376, 3.2049, 0.1678], [0.5779, 2.4093, -0.4959], [1.0470, 1.0028, -0.8622], [-0.1211, 0.1716, -1.3781], [-1.2125, 0.1262, -0.3530], [-1.7670, 1.5379, 0.0102], [-0.5958, 2.3856, 0.4844], [0.1059, 3.0542, -1.8058], [4.1382, 3.9408, 1.0186], [3.8698, 5.1852, -0.1545], [5.0532, 3.8180, -0.4821], [3.4965, 2.1679, -0.4607], [2.8859, 3.2427, -1.6576], [1.2319, 4.1705, 0.1659], [1.8740, 2.9710, 1.2236], [1.5021, 0.4639, -0.0312], [1.7886, 1.0380, -1.6603], [0.2329, -0.8377, -1.5879], [-0.5814, 0.5221, -2.3019], [-0.9229, -0.4206, 0.5444], [-1.9851, -0.4238, -0.8904], [-2.5106, 1.5951, 0.8052], [-2.3412, 1.9054, -0.8403], [-0.2241, 1.8543, 1.3606], [-0.7831, 3.3430, 0.9706], [-0.0275, 4.1080, -1.5616], [-0.8035, 2.6073, -2.2076], [0.9327, 2.9966, -2.5137], [11.2425, 0.9834, 0.7401], [10.9903, 0.6930, 2.2578], [11.4362, 1.8918, 3.1509], [11.4098, 1.5812, 4.6917], [10.0631, 0.8070, 5.0044], [8.7574, 1.6039, 4.6856], [8.8041, 2.8723, 5.5713], [10.1199, 3.6640, 5.4917], [11.5022, 2.8780, 5.5147], [12.6256, 0.8485, 5.2010], [10.7764, 1.9410, 0.5081], [10.7433, 0.1781, 0.2012], [12.2686, 0.9382, 0.3750], [11.4857, -0.2463, 2.5033], [9.9050, 0.6303, 2.3370], [10.8193, 2.7771, 2.9975], [12.3822, 2.4069, 2.9843], [9.9711, -0.1864, 4.5654], [10.1610, 0.6034, 6.0708], [8.6649, 1.8105, 3.6193], [7.8388, 1.1170, 5.0131], [8.0029, 3.5298, 5.2338], [8.5118, 2.6207, 6.5907], [9.9789, 4.3086, 4.6242], [10.1558, 4.4022, 6.2928], [12.2585, 3.5390, 5.0916], [11.7354, 2.7220, 6.5680], [12.9179, 0.0929, 4.4718], [12.2891, 0.3613, 6.1161], [13.4128, 1.5729, 5.4103], [-4.3258, -1.6182, -8.4331], [-3.0366, -1.3276, -8.6846], [-2.2734, -2.1542, -9.2771], [-2.6048, -0.2004, -8.2954], [-4.5241, -0.9215, -7.8032], [-10.0540, 0.4095, 7.1721], [-9.6147, -0.5323, 6.3377], [-8.7248, -0.2523, 5.5268], [-10.1407, -1.6321, 6.4231], [-10.7949, -0.1147, 7.4850], [-0.0108, -3.6254, 6.6237], [0.4174, -3.3934, 5.3855], [0.1617, -4.2263, 4.5324], [1.0572, -2.3202, 5.2049], [0.4690, -2.7996, 6.7202], [-5.4274, 4.1872, -5.4103], [-6.6111, 3.7662, -5.7891], [-7.5779, 4.5384, -5.7172], [-6.5516, 2.5205, -5.8784], [-5.1009, 3.2993, -5.5731], [5.3775, -5.8804, -5.4411], [4.7437, -4.9313, -6.1539], [4.0420, -4.1138, -5.4719], [4.7867, -4.8445, -7.3928], [4.7789, -5.5833, -4.7519], [13.9071, 8.9108, 0.1793], [13.1167, 7.8181, 0.1310], [11.9600, 7.8392, 0.6189], [13.6613, 6.9083, -0.4804], [14.4076, 8.2856, -0.3500], [0.9290, 12.4500, -0.1373], [0.0022, 11.5098, -0.3661], [-1.0863, 11.7594, -0.9927], [0.2913, 10.4072, 0.1511], [1.5279, 11.8099, 0.2540], [7.3570, 2.4307, -5.3508], [6.6728, 2.3619, -6.5277], [7.1351, 1.7069, -7.4294], [5.4949, 2.7098, -6.4537], [6.6966, 3.0079, -4.9604]],
  "atomic_forces_ev_per_a": [[-0.299, -0.298, 0.699], [-0.292, -0.621, 0.686], [-0.629, 2.076, 0.364], [-1.661, -2.969, 0.562], [2.447, 0.665, 0.559], [-2.423, -1.476, 0.292], [0.756, 1.225, 0.092], [0.641, -0.987, -0.239], [0.229, 0.840, -1.418], [1.244, 1.152, 0.057], [0.099, 0.071, -0.126], [-0.169, -0.108, -0.020], [0.275, 0.317, -0.142], [0.130, -0.182, -0.019], [-0.134, 0.427, 0.100], [-0.239, 0.248, -0.827], [-0.069, -1.232, 0.028], [0.059, -0.113, 0.177], [-0.052, 0.557, 0.185], [0.227, -0.025, 0.472], [0.089, 0.451, -0.401], [0.283, 0.148, 0.285], [-0.221, -0.616, -0.270], [0.012, 0.353, -0.012], [-0.215, 0.180, -0.101], [0.080, 0.097, -0.094], [-0.183, -0.298, -0.544], [-0.182, 0.644, -0.307], [0.127, -0.315, -0.339], [0.168, 0.141, 0.116], [-0.984, 0.335, -0.548], [0.400, -1.431, -0.592], [-1.769, -0.906, -0.591], [0.679, 1.046, -1.186], [1.321, -0.844, -1.128], [-1.690, -1.587, 2.420], [0.440, -0.646, -0.543], [0.225, 0.688, -0.193], [-0.386, -0.609, -0.390], [0.341, 0.664, 1.340], [0.302, 0.120, 0.843], [0.629, 0.760, -0.020], [-0.214, -0.695, 0.072], [0.445, 0.087, -0.405], [-0.007, 0.469, 0.624], [0.442, -0.256, 0.507], [0.157, -0.118, 0.455], [-0.581, -0.373, 0.054], [-0.148, 0.826, -0.703], [-0.107, 0.451, -0.027], [-0.322, -0.226, -0.161], [0.079, 0.722, -0.407], [0.768, -0.078, -0.103], [-0.297, 0.672, 0.625], [0.680, 0.233, -0.269], [-0.057, -0.165, 0.356], [0.250, 0.499, -0.455], [0.277, 0.130, -0.289], [0.103, -0.302, 0.162], [-0.753, 0.507, 0.368], [0.599, -0.675, -1.732], [-0.795, 0.805, 1.588], [0.778, 0.743, -1.269], [-0.570, 0.622, 1.043], [-0.816, 0.286, -1.777], [0.738, -1.099, 0.814], [-1.153, 0.581, 0.607], [-0.232, 0.292, 0.847], [-0.133, -1.318, -0.348], [2.681, -0.165, 1.508], [-0.093, -0.538, 0.401], [-0.212, 0.073, -0.016], [0.352, 0.062, 0.364], [-0.163, -0.400, -0.052], [-0.606, 0.506, 0.077], [-0.248, -0.556, 0.097], [0.152, -0.081, 0.124], [0.156, 0.400, -0.168], [0.428, -0.136, -0.232], [-0.492, 0.024, -0.067], [-0.004, -0.461, -0.016], [0.459, -0.468, -0.179], [-0.017, 0.501, -0.132], [0.480, 0.725, -1.182], [-0.147, 0.666, 0.248], [0.076, 0.007, -0.020], [-0.171, -0.023, 0.055], [0.169, -0.570, -0.147], [-0.789, 0.263, -0.287], [-0.229, -0.080, -0.096], [0.141, -1.002, 0.737], [0.865, -1.318, -0.992], [-1.996, -0.008, -0.086], [0.414, -0.454, 0.480], [-1.615, 0.924, 0.455], [1.326, 0.315, -0.943], [-0.664, 0.833, 0.294], [-0.201, -1.744, 0.847], [-0.204, -0.101, -0.164], [0.198, -0.191, -0.840], [0.001, 0.868, 0.734], [0.834, 0.347, -0.169], [-0.919, 0.281, -0.366], [-0.193, -0.140, -0.483], [-0.433, -0.143, 0.558], [0.553, -0.043, 0.790], [0.097, 0.809, 0.250], [-0.026, -0.713, -0.144], [-0.132, -0.021, 0.243], [0.022, -0.235, 0.183], [-0.164, 0.039, 0.020], [0.492, 0.204, -0.285], [-0.027, 0.216, 0.494], [0.268, 0.724, -0.727], [0.267, -0.545, 0.261], [0.471, 0.259, 0.066], [0.240, 0.404, -0.484], [-0.026, 0.298, 0.126], [0.007, -0.112, -0.570], [0.372, 0.047, -0.202], [-0.066, -0.106, 1.499], [1.568, 0.509, -1.691], [1.156, 1.666, 0.331], [0.543, -0.648, -1.492], [0.376, -0.638, 0.827], [0.018, 0.295, 0.491], [0.232, -1.315, 0.748], [0.346, -0.090, 0.201], [-0.730, 2.214, -0.418], [0.904, -1.262, 0.623], [0.417, 0.166, -1.082], [-0.041, -0.118, 0.315], [-1.036, 0.329, -0.066], [0.206, -0.108, -0.132], [-0.877, -0.215, 0.222], [-0.034, -0.243, -0.146], [-0.297, -0.248, 0.178], [0.066, 0.055, -0.091], [-0.046, 0.203, -0.324], [-0.102, -0.103, -0.004], [-0.410, -0.146, 0.167], [0.318, 0.037, -0.122], [0.094, -0.149, 0.114], [0.043, -0.639, -0.498], [-0.845, 0.525, 0.012], [-0.758, -0.085, -0.080], [-0.433, -0.084, 0.109], [-0.145, -0.210, -0.971], [-0.708, 0.088, 0.561], [0.145, 0.493, 0.656], [-0.328, 0.638, -0.865], [0.958, 0.241, 0.829], [-0.537, 1.622, -0.581], [0.505, 1.445, -0.331], [-0.382, 0.942, -0.532], [-0.048, -0.632, 1.093], [1.136, -0.217, 0.211], [0.068, 0.303, 0.161], [-0.735, -0.744, -1.491], [-0.169, -1.305, -0.905], [0.084, 0.008, 0.754], [-0.639, -0.316, 0.161], [0.304, -0.202, -0.203], [-0.478, 0.003, -0.220], [0.249, 0.116, 0.039], [-0.495, -0.549, -0.383], [0.014, -0.744, 0.426], [0.237, -0.757, -0.079], [-0.180, 0.119, 0.013], [-0.312, -0.556, 0.202], [-0.553, 0.561, 0.215], [-0.248, 0.216, 0.076], [0.244, 0.193, -0.438], [0.205, -0.047, 0.181], [-0.174, -0.425, 0.150], [0.200, 0.067, 0.115], [0.764, 0.173, 0.318], [0.154, -0.118, 0.976], [0.619, 0.464, 0.481], [-0.420, -0.238, -0.319], [-0.026, -0.115, 0.652], [-1.192, -0.799, -0.350], [-0.957, 0.809, -1.027], [0.320, -0.718, -0.012], [-0.559, -0.541, -0.865], [0.278, 0.252, 0.344], [-1.582, 0.048, 0.196], [0.303, -0.130, -0.489], [0.651, -1.086, 0.649], [1.069, 0.787, 0.771], [0.332, 0.064, 0.231], [0.100, -0.109, -0.453], [0.067, 0.585, 0.009], [-0.067, -0.153, 0.027], [0.179, 0.359, -0.051], [0.730, 0.561, 0.029], [-0.322, -0.726, -0.107], [-0.116, 0.520, 0.422], [0.109, 0.603, 0.177], [0.112, 0.041, 0.016], [0.509, 0.191, -0.182], [0.026, -0.032, 0.059], [-0.437, -0.182, 0.631], [0.140, -0.625, 0.254], [0.385, 0.400, -0.216], [0.385, -0.394, -0.030], [-0.173, 0.555, -1.107], [-0.338, -0.029, -0.167], [0.330, 0.037, 0.322], [-0.245, -0.180, -0.074], [-0.407, -0.355, 0.674], [0.964, 1.388, -0.659], [0.147, 0.167, 0.748], [-0.760, 0.383, -0.236], [-0.301, 0.236, 0.545], [1.442, 0.884, 1.265], [-0.137, 0.088, -0.439], [0.183, 0.087, -0.227], [-3.147, 1.268, -0.682], [-0.911, -0.751, -0.652], [0.156, -0.083, -0.381], [-0.255, 0.236, -0.142], [0.119, 0.337, 0.514], [-0.137, 0.028, 0.360], [0.132, -0.414, 0.245], [-0.794, -0.377, 0.158], [0.662, -0.970, -0.265], [0.957, 0.208, -0.544], [-0.277, 0.278, 0.176], [0.085, 0.132, 0.082], [0.374, -0.769, -0.216], [0.054, 0.187, 0.018], [0.321, -0.276, 0.120], [0.704, -0.201, -0.396], [0.094, -0.175, 0.247], [0.130, -0.380, -0.200], [0.135, -0.796, -0.233], [0.151, 0.097, 0.097], [0.361, 0.008, 0.048], [-0.037, -0.245, -0.238], [-1.239, -0.824, 0.355], [5.240, 0.800, -1.202], [-2.193, -0.175, 0.440], [-1.428, -0.403, 0.404], [-0.471, 0.419, 0.043], [-1.003, 1.504, 1.185], [2.740, -0.537, -2.871], [0.732, 1.192, -0.305], [-2.121, -2.532, 0.860], [-0.533, 0.320, 0.950], [-0.150, 0.163, 1.507], [0.358, -0.903, -4.285], [-0.488, -1.696, -1.454], [0.228, 0.516, 0.815], [0.139, 1.708, 3.352], [3.050, 2.614, 0.266], [-3.197, -0.556, 1.918], [-0.480, 0.413, -0.808], [-1.512, -1.861, -1.389], [1.902, -0.536, 0.331], [0.463, -1.309, 0.432], [-2.237, 4.102, -4.318], [0.385, -1.164, 1.449], [1.164, -1.526, 0.354], [0.194, -0.599, 2.363], [0.046, 1.426, 0.572], [-5.451, 0.011, 2.060], [0.683, 0.246, 0.124], [1.189, -2.735, -1.373], [3.477, 1.011, -1.284], [0.829, 1.470, -0.385], [-4.727, -1.562, -1.245], [2.249, 0.543, 0.910], [0.552, -0.806, 0.272], [1.018, 0.307, 0.567], [1.200, 1.120, 1.223], [-1.512, -2.859, -0.989], [2.520, -0.619, -1.991], [-2.102, 2.370, 0.795], [0.024, 0.182, 1.148]],
  "e_homo_ev": -2.9,
  "energy_ha": -5391.7400,
  "fmax_ev_per_a": 6.4,
  "total_charge": 0
}